93
Properties=species:S:1:pos:R:3:forces:R:3 method="wB97M-V/def2-TZVPD" multiplicity=1 gap_ev=8.79 homo_energy_ev=-8.51 total_energy_ha=-2393.97904 smiles="COCCCCCCCCPCc1ccccc1.NC(N)=O.NC(N)=O.NC(N)=O.NC(N)=O.NC(N)=O.NC(N)=O"
C -2.343 1.293 3.931 -0.68 -0.93 0.48
O -2.213 2.462 3.090 0.82 -0.15 1.16
C -0.992 3.199 3.359 0.23 0.15 -1.30
C 0.216 2.379 2.673 0.25 -0.12 1.40
C 1.484 3.275 2.262 -0.23 -0.23 0.46
C 1.614 3.593 0.697 1.09 0.53 0.55
C 2.221 2.403 -0.191 -0.92 0.15 -0.94
C 1.174 1.181 -0.425 0.46 0.28 0.44
C 1.517 0.284 -1.704 0.10 0.29 -0.01
C 0.591 -1.035 -1.792 -0.06 1.55 0.13
P 0.593 -2.074 -0.177 -0.29 -0.87 -1.04
C 2.361 -2.023 0.496 1.26 -0.28 1.44
C 2.475 -1.772 2.068 0.61 1.36 2.82
C 2.058 -2.804 3.148 1.75 3.97 0.81
C 2.276 -2.421 4.644 0.86 1.93 -2.30
C 2.885 -1.061 5.099 -0.49 -0.90 -3.84
C 3.306 -0.014 4.013 -1.73 -3.99 -0.81
C 3.086 -0.392 2.508 -0.54 -1.68 3.04
H -2.828 0.455 3.299 0.70 1.38 0.94
H -1.361 0.874 4.335 -1.11 0.72 -0.67
H -3.015 1.477 4.850 1.03 -0.11 -1.51
H -0.857 3.394 4.476 -0.03 -0.38 -1.38
H -1.110 4.222 2.831 0.12 -1.61 0.83
H 0.585 1.632 3.478 -0.58 0.97 -1.44
H -0.243 1.768 1.828 0.72 1.01 1.02
H 1.422 4.248 2.885 0.10 -1.35 -1.13
H 2.428 2.735 2.661 -1.35 0.89 -0.93
H 0.626 4.010 0.280 1.35 -0.87 0.56
H 2.369 4.467 0.609 -1.19 -1.32 0.07
H 3.236 2.029 0.219 -1.72 0.54 -0.48
H 2.445 2.838 -1.224 -0.15 -0.55 1.36
H 1.161 0.602 0.571 -0.12 0.50 -1.67
H 0.100 1.587 -0.579 1.61 -0.54 0.38
H 2.639 0.007 -1.727 -1.73 0.39 0.12
H 1.341 0.947 -2.632 0.28 -1.07 1.31
H -0.491 -0.660 -1.972 1.61 -0.82 0.34
H 0.889 -1.678 -2.685 -0.39 0.71 1.34
H -0.350 -1.464 0.738 1.12 0.49 -0.40
H 2.816 -3.068 0.294 -0.86 1.62 0.22
H 3.058 -1.278 -0.019 -1.21 -0.86 0.64
H 1.623 -3.803 2.819 0.69 1.51 0.68
H 1.999 -3.198 5.426 0.40 1.26 -1.11
H 3.026 -0.862 6.217 -0.23 -0.30 -1.94
H 3.780 0.974 4.344 -0.83 -1.64 -0.75
H 3.431 0.404 1.756 -0.72 -1.59 1.01
N 3.098 1.754 -5.084 -0.47 0.26 -0.31
C 4.039 1.858 -4.113 -0.39 0.18 0.25
N 5.112 1.041 -4.280 0.77 -0.33 0.14
O 3.930 2.622 -3.168 0.19 -0.08 0.01
H 3.177 1.129 -5.865 -0.05 0.02 0.06
H 2.280 2.343 -5.003 -0.04 0.01 -0.01
H 5.838 1.082 -3.584 -0.12 -0.02 -0.13
H 5.210 0.410 -5.055 -0.01 0.04 0.07
N 4.108 6.451 -7.386 -0.02 0.75 -0.31
C 3.687 5.193 -7.094 -0.38 -0.30 -0.02
N 4.579 4.455 -6.389 0.34 -0.53 0.18
O 2.597 4.764 -7.438 0.13 0.07 -0.02
H 5.001 6.812 -7.108 -0.09 -0.02 -0.02
H 3.480 7.038 -7.909 0.12 -0.10 0.10
H 4.312 3.514 -6.147 -0.03 0.17 0.07
H 5.477 4.800 -6.102 -0.10 -0.02 0.02
N -2.240 -4.469 -0.641 -0.19 0.41 -0.19
C -2.662 -5.723 -0.358 -0.08 0.18 -0.11
N -1.778 -6.463 0.357 0.16 -0.63 0.35
O -3.750 -6.155 -0.717 -0.20 -0.18 0.02
H -1.347 -4.107 -0.349 0.09 0.10 -0.09
H -2.861 -3.880 -1.170 0.11 -0.10 0.08
H -2.046 -7.404 0.593 0.07 0.16 -0.04
H -0.884 -6.117 0.655 -0.07 0.00 -0.05
N -4.327 -1.761 4.882 0.20 -0.25 -0.63
C -4.243 -1.060 6.040 0.33 0.22 0.12
N -5.317 -1.199 6.858 -0.41 0.10 0.58
O -3.281 -0.362 6.324 -0.13 -0.16 0.03
H -5.112 -2.337 4.641 0.07 0.05 0.00
H -3.553 -1.690 4.242 -0.14 -0.03 0.11
H -5.302 -0.698 7.730 -0.01 -0.09 -0.15
H -6.111 -1.770 6.633 0.06 0.06 0.03
N -6.901 -8.547 -1.752 0.02 -0.30 -0.77
C -7.348 -8.319 -0.491 -0.33 -0.04 0.35
N -6.513 -7.569 0.267 0.23 0.27 0.52
O -8.413 -8.753 -0.077 0.04 -0.01 -0.09
H -6.028 -8.194 -2.100 -0.05 0.02 0.07
H -7.486 -9.100 -2.357 0.10 0.11 0.12
H -6.798 -7.371 1.211 0.02 -0.06 -0.19
H -5.636 -7.209 -0.068 0.14 0.13 -0.03
N -0.779 3.925 -2.163 0.04 -0.35 0.52
C -0.528 4.219 -3.464 0.31 -0.21 -0.19
N -1.257 5.252 -3.957 -0.21 0.44 -0.51
O 0.286 3.603 -4.135 -0.07 -0.06 0.06
H -1.446 4.424 -1.602 0.06 -0.06 -0.03
H -0.261 3.166 -1.753 -0.05 0.16 -0.04
H -1.105 5.506 -4.919 -0.01 -0.04 0.16
H -1.927 5.763 -3.413 0.06 -0.04 -0.05